This record from the Open Molecules 2025 dataset describes a molecular structure, C36H30BrClN4OPSn. The level of theory is ωB97M-V with the def2-TZVPD basis set.

Cartesian coordinates (Å):
C1 -3.120838 0.404106 -2.161584
C2 -0.014692 -1.485857 -4.857247
H1 -1.141884 5.181554 -2.599895
C3 0.034580 -5.253729 1.745313
C4 0.643776 0.673497 -5.689550
C5 0.118527 -1.019048 -3.558444
P1 0.707296 0.750119 -1.574524
H2 -0.987901 2.742262 -2.813758
C6 -1.461235 0.071261 4.920402
Sn1 -1.176492 -0.557651 0.408999
C7 -2.009904 2.435255 0.692511
C8 4.063455 -0.366225 0.528559
H3 2.251608 5.177358 0.009849
H4 -0.372110 -6.141152 1.284105
C9 -1.605618 1.379203 2.768733
C10 1.541734 4.645205 -0.609044
N1 0.755890 -2.987287 1.495041
C11 -3.884644 1.251296 -2.930569
C12 4.987832 -0.628691 -0.471883
C13 3.362562 -0.028806 -2.135644
C14 0.362140 -5.212224 3.089760
H5 -1.890986 -3.264878 5.315922
H6 -4.320848 0.900573 -3.854480
C15 0.893731 -4.055405 3.648539
C16 -1.780251 -2.302111 4.836361
C17 1.253965 -3.953168 5.104292
C18 -3.497909 2.957574 -1.294228
C19 -0.364330 4.646320 -2.069851
C20 0.788087 1.138917 -4.390174
C21 -0.271314 3.269570 -2.192414
H7 -3.622121 3.964774 -0.919338
H8 -1.169222 3.087946 0.427210
N2 -2.565528 0.797080 -1.005867
C22 0.244215 -0.635504 -5.924107
C23 -1.569675 -1.145822 5.574496
H9 0.571310 -3.283017 5.631116
C24 0.258410 -4.102495 1.007951
H10 4.313628 -0.488364 1.572701
H11 3.097139 0.091811 -3.178253
H12 0.208488 -6.090034 3.706386
C25 0.735126 2.565799 -1.528682
C26 1.643382 3.267128 -0.740658
C27 0.524316 0.294380 -3.315352
H13 0.135977 -0.993956 -6.939183
Br1 -0.156938 -4.112285 -0.853593
C28 1.067375 -2.975592 2.793621
N3 -1.598221 1.248877 1.417406
H14 -4.688069 3.242877 -3.048393
N4 -1.747770 -1.035002 2.829854
H15 -1.500527 -1.192365 6.653494
H16 2.262148 -3.560530 5.236510
C29 -2.728228 2.048471 -0.575584
H17 0.463785 6.412158 -1.169651
H18 1.113560 2.157834 -4.218081
H19 5.355769 -0.664121 -2.584519
H20 1.207028 -4.925487 5.592130
H21 -0.082710 -1.684073 -2.724071
H22 -2.670295 3.038941 1.318698
H23 0.850242 1.334408 -6.520866
C30 -1.568928 0.076964 3.541729
C31 -1.849831 -2.205530 3.457696
Cl1 1.674707 0.405112 1.475852
H24 -2.934898 -0.620145 -2.462322
C32 2.410484 0.244760 -1.154216
C33 2.799762 0.060596 0.167560
H25 5.980025 -0.966543 -0.204601
H26 1.476278 -2.044683 3.173301
H27 -0.321048 -2.508025 -5.035870
H28 -1.321766 1.007350 5.441469
H29 -1.982273 -3.082095 2.833052
C34 0.538011 5.337760 -1.270711
O1 -1.712009 2.426629 3.380917
H30 2.438540 2.742732 -0.225545
C35 4.637537 -0.459555 -1.802482
C36 -4.081410 2.553000 -2.476303

Cartesian forces, eV/Å:
C 0.02 0.03 0.05
C 0.01 0.05 0.00
H 0.00 0.00 0.00
C -0.02 0.05 0.01
C -0.02 -0.01 0.01
C -0.05 -0.02 -0.02
P 0.05 0.13 0.43
H 0.03 -0.01 0.00
C 0.00 -0.02 0.02
Sn -0.24 -0.24 -0.37
C -0.07 0.00 -0.11
C 0.06 -0.02 -0.13
H 0.00 0.00 0.00
H 0.00 0.00 -0.01
C 0.08 -0.05 0.01
C -0.03 -0.01 -0.02
N 0.03 -0.01 0.10
C 0.01 0.02 0.00
C 0.00 0.00 0.08
C 0.04 -0.01 -0.06
C -0.01 -0.07 0.07
H 0.00 0.01 0.01
H 0.00 0.01 -0.01
C 0.06 -0.03 0.03
C -0.10 0.02 -0.01
C 0.03 -0.04 0.00
C 0.03 0.00 0.06
C 0.02 0.03 0.02
C 0.06 0.05 -0.03
C -0.03 -0.01 -0.05
H -0.01 0.00 0.00
H 0.04 -0.04 0.01
N 0.00 0.02 -0.04
C 0.00 -0.01 0.01
C -0.01 -0.01 0.04
H 0.05 -0.01 -0.03
C 0.01 0.03 -0.12
H 0.01 0.00 0.00
H 0.00 0.00 0.01
H 0.00 0.00 0.00
C 0.01 0.02 -0.10
C 0.06 0.00 0.04
C -0.04 -0.16 0.00
H 0.00 0.00 0.00
Br 0.03 -0.04 0.06
C 0.05 0.01 -0.06
N -0.07 0.12 0.19
H 0.00 0.00 0.00
N 0.08 -0.11 0.05
H -0.01 0.00 0.01
H 0.00 0.01 -0.02
C 0.05 0.02 0.05
H -0.01 0.00 -0.01
H -0.01 -0.03 0.01
H 0.00 0.00 0.00
H 0.00 -0.01 -0.02
H 0.01 0.01 0.00
H 0.01 -0.01 0.03
H 0.00 0.00 0.00
C -0.08 0.05 -0.19
C 0.04 0.12 0.01
Cl 0.08 0.05 -0.11
H 0.00 -0.01 0.02
C 0.04 0.00 -0.11
C -0.18 -0.01 0.30
H 0.00 0.00 -0.01
H 0.01 0.04 -0.02
H 0.00 0.00 -0.01
H -0.01 0.00 0.00
H -0.02 0.00 0.00
C 0.00 -0.04 0.00
O -0.01 0.08 0.01
H -0.01 0.01 -0.01
C -0.05 0.01 -0.01
C -0.05 0.01 -0.07

Properties
**ΔE to the lowest compared entry with this formula, charge and spin**: 28.56 kJ/mol
**Gap between HOMO and LUMO**: 7.96 eV
**DFT total energy**: -5273.87005 a.u.
**Total charge**: +1
**F_max**: 0.50 eV/Å